# 1
ORCA calculation (ωB97M-V/def2-TZVPD) on C13H20CsN5O6P as an isolated structure.

## Properties
ΔE to the lowest compared entry with this formula, charge and spin = 0.0 kcal/mol
E_HOMO = -11.20 eV
E = -1593.92651 a.u.
F_max = 0.010 Eh/bohr
Kohn-Sham gap = 8.45 eV
total charge = +1

```
46
Properties=species:S:1:pos:R:3:forces:R:3
Cs 0.170 -0.106 -1.099 -0.0102 -0.1628 -0.1970
O -1.289 -1.892 0.735 0.0841 0.0861 0.0666
C -1.305 -2.367 1.848 -0.0784 -0.0560 0.0214
C -0.334 -2.147 2.932 0.0395 0.0381 0.0006
C -0.470 -2.981 4.039 -0.0875 -0.0781 0.0160
C 0.402 -2.894 5.097 0.0605 0.0776 -0.0424
C 1.435 -1.967 5.096 -0.0454 -0.0527 0.0313
C 1.573 -1.123 4.018 0.0091 0.0849 -0.0685
C 0.699 -1.189 2.926 0.1316 0.0133 0.1935
O 0.829 -0.346 1.900 -0.1760 -0.0043 -0.2477
N 0.234 -3.792 6.247 0.0121 -0.0158 0.0393
O -0.687 -4.580 6.211 0.0233 0.0161 0.0011
O 1.031 -3.683 7.156 -0.0265 -0.0094 -0.0233
H -2.111 -3.068 2.130 0.0097 -0.0173 -0.0196
H -1.267 -3.713 4.074 0.0038 0.0030 -0.0062
H 2.107 -1.918 5.941 0.0008 0.0001 0.0011
H 2.365 -0.386 4.007 0.0040 -0.0133 0.0136
C 5.427 -3.601 -2.772 0.0381 -0.0152 -0.0058
N 4.026 -3.246 -2.656 0.0177 0.0006 0.0204
C 2.983 -4.114 -2.457 -0.0046 0.0380 -0.0044
C 1.867 -3.336 -2.370 0.0127 -0.0668 -0.0218
N 2.201 -2.012 -2.511 -0.0774 0.1171 0.1072
C 3.504 -1.998 -2.673 0.0217 -0.0933 -0.0390
H 5.546 -4.419 -3.480 -0.0067 0.0106 -0.0118
H 5.833 -3.901 -1.807 -0.0151 0.0024 0.0034
H 5.983 -2.741 -3.138 -0.0116 0.0075 0.0006
H 3.128 -5.179 -2.407 0.0027 -0.0028 0.0020
H 0.847 -3.654 -2.224 0.0029 -0.0227 -0.0123
H 4.119 -1.122 -2.809 -0.0348 0.0298 0.0180
N 2.881 1.513 1.740 -0.0087 0.0466 0.0259
C 2.567 2.852 1.204 0.0519 -0.0820 0.0054
P 2.285 2.728 -0.600 0.2149 0.4133 0.1592
O 3.151 1.644 -1.130 -0.1553 -0.1868 -0.0599
O 0.809 2.820 -0.942 -0.0109 -0.1213 0.0190
C 2.820 4.400 -1.251 -0.0573 0.0683 0.1536
N 1.801 4.708 -2.308 0.0304 -0.0042 -0.0314
H 3.532 1.062 1.100 -0.0266 -0.0032 -0.0188
H 1.571 0.314 2.004 0.0479 -0.0416 0.0093
H 3.359 1.616 2.629 0.0123 -0.0076 0.0061
H 3.397 3.552 1.360 -0.0282 0.0256 -0.0030
H 1.681 3.258 1.691 -0.0098 0.0090 -0.0013
H 3.827 4.442 -1.655 -0.0185 -0.0503 -0.0316
H 2.704 5.146 -0.465 0.0502 0.0384 -0.0366
H 0.965 4.143 -1.967 0.0157 -0.0503 -0.0443
H 2.084 4.336 -3.213 -0.0274 0.0148 -0.0004
H 1.592 5.697 -2.413 0.0191 0.0168 0.0125
```
Positions in Å, forces in eV/Å.


# 2
ORCA calculation (ωB97M-V/def2-TZVPD) on C13H20FIrN2S as an isolated structure.

## Properties
E_HOMO (spin up / spin down) = -14.55 / -16.00 eV
E = -1218.57453 a.u.
F_max = 0.010 Eh/bohr
Kohn-Sham gap (spin up / spin down) = 8.82 / 7.02 eV
total charge = +2
spin multiplicity = 5

```
38
Properties=species:S:1:pos:R:3:forces:R:3
Ir -0.150 0.397 0.514 -0.3679 -0.2307 -0.1114
C -1.147 -2.349 -0.366 0.0761 0.0024 0.0926
C -1.113 -1.622 -1.699 0.0435 0.0631 -0.0697
N -1.065 -0.149 -1.512 0.0759 0.0767 0.0409
C -0.309 0.583 -2.557 -0.0476 -0.0577 0.0615
C 1.171 0.223 -2.557 0.0561 -0.0358 -0.0331
S 1.893 0.014 -0.895 -0.0668 0.1640 0.2403
C 2.013 -1.804 -0.737 0.0496 -0.0091 -0.0673
C 1.261 -2.350 0.461 -0.1533 -0.0142 0.0005
N -0.129 -1.829 0.595 0.1350 0.0098 0.0529
H -2.120 -2.217 0.107 -0.0131 0.0211 0.0110
H -1.001 -3.419 -0.522 0.0002 -0.0291 -0.0078
H -0.247 -1.917 -2.285 -0.0049 0.0047 0.0122
H -1.991 -1.903 -2.280 -0.0165 -0.0041 -0.0223
H -2.013 0.216 -1.489 -0.0335 -0.0159 -0.0518
H -0.722 0.389 -3.549 -0.0355 -0.0360 -0.0345
H -0.436 1.646 -2.354 -0.0078 0.0308 -0.0004
H 1.390 -0.691 -3.107 -0.0260 0.0143 -0.0347
H 1.736 1.018 -3.039 0.0181 0.0247 -0.0196
H 1.689 -2.243 -1.678 0.0045 -0.0296 0.0320
H 3.069 -2.041 -0.622 0.0334 0.0014 -0.0102
H 1.250 -3.441 0.410 -0.0295 -0.0401 -0.0206
H 1.782 -2.073 1.377 0.0192 0.0132 0.0408
H -0.445 -2.094 1.525 -0.0148 -0.0245 -0.0051
F 4.669 3.141 3.275 -0.0820 0.0148 -0.0265
C 3.427 2.909 2.907 0.1668 -0.0625 0.0808
C 2.574 2.274 3.816 0.0048 0.0189 0.0742
C 1.287 2.018 3.434 0.0079 -0.1867 0.0414
C 0.825 2.383 2.140 -0.1683 0.2159 -0.1831
C -0.537 2.134 1.740 0.4854 0.0936 -0.0915
C 1.733 3.048 1.257 -0.0951 0.0235 0.0546
C 3.022 3.306 1.632 0.0047 0.0484 -0.0386
H 2.941 2.023 4.803 0.0018 0.0188 -0.0496
H 0.599 1.549 4.129 0.0201 0.0161 -0.0319
H -0.936 2.804 0.973 0.0022 0.0124 0.0105
H -1.252 1.888 2.519 -0.0024 -0.0767 0.0255
H 1.378 3.379 0.288 -0.0150 -0.0148 0.0099
H 3.722 3.823 0.987 -0.0253 -0.0215 0.0279
```
Positions in Å, forces in eV/Å.


# 3
ORCA calculation (ωB97M-V/def2-TZVPD) on a 2-piece molecular cluster, C13H20FN7O2 overall.

## Properties
SMILES string = CNC(=O)[C@@H](NC(C)=O)C(C)C.Nc1nc(F)nc2nc[nH]c12
E_HOMO = -9.19 eV
E = -1141.08208 a.u.
F_max = 0.057 Eh/bohr
Kohn-Sham gap = 9.40 eV
total charge = 0

```
43
Properties=species:S:1:pos:R:3:forces:R:3
C -4.419 4.102 0.681 0.1671 -0.4134 -0.4493
N -3.373 3.081 0.722 0.2912 0.4477 1.0917
C -2.976 2.367 -0.340 -1.0326 -0.5408 -1.1457
O -3.493 2.524 -1.441 0.5873 -0.0501 0.4272
C -1.858 1.328 -0.097 0.0914 -0.6708 0.0374
N -2.024 0.593 1.178 1.0380 1.2115 -0.3985
C -3.119 -0.070 1.559 -1.5879 -0.8050 0.0291
C -3.040 -0.790 2.885 0.0568 -0.0012 -0.0721
O -4.150 -0.113 0.907 0.2694 0.2820 -0.2664
C -1.596 0.381 -1.300 0.3639 -0.1021 -0.3938
C -0.875 1.117 -2.442 -0.6594 0.2527 0.1740
C -0.706 -0.821 -0.931 -0.6446 0.2764 0.3173
H -4.525 4.576 1.658 0.1421 -0.1564 -0.0637
H -5.368 3.642 0.399 0.0196 0.1014 0.0069
H -4.167 4.860 -0.064 -0.0712 -0.0405 0.0630
H -2.957 2.859 1.609 -0.0594 0.0096 -0.0045
H -0.948 1.916 0.018 0.2252 0.0744 0.1890
H -1.215 0.518 1.773 0.0087 0.0048 -0.1108
H -2.916 -0.062 3.683 0.1172 -0.0547 0.1894
H -2.202 -1.484 2.872 0.1222 -0.0358 0.2031
H -3.965 -1.344 3.039 0.1258 0.1160 -0.0616
H -2.546 -0.006 -1.669 -0.1272 0.1449 0.0573
H -1.475 1.955 -2.794 0.0601 0.0483 -0.0158
H -0.726 0.438 -3.282 0.0857 0.0049 0.0330
H 0.092 1.487 -2.105 0.1344 -0.0212 -0.0191
H 0.220 -0.479 -0.470 0.1619 -0.0707 0.0588
H -0.466 -1.394 -1.827 0.0301 0.0833 -0.0026
H -1.232 -1.484 -0.246 0.1404 -0.1050 0.1170
N 3.707 -2.277 1.905 -0.0114 -0.6379 1.1365
C 3.804 -1.730 0.675 0.0940 -0.4079 1.5944
N 3.157 -0.604 0.528 -0.8200 1.9020 -1.3513
C 3.260 -0.015 -0.669 1.1589 -1.4320 -0.9361
F 2.598 1.150 -0.841 0.6251 -1.1606 0.2180
N 3.971 -0.490 -1.692 -1.5995 2.4282 0.2230
C 4.607 -1.627 -1.488 0.4077 -0.0002 -0.9601
N 5.394 -2.288 -2.412 0.3204 -0.3191 -0.3269
C 5.827 -3.368 -1.810 -1.0771 1.3194 0.6141
N 5.350 -3.425 -0.511 0.5317 -1.2592 0.6210
C 4.564 -2.305 -0.304 0.6499 -0.6916 -1.1094
H 3.277 -1.636 2.563 0.2645 -0.3491 0.0854
H 4.527 -2.782 2.212 -0.3107 0.0791 0.2806
H 6.469 -4.112 -2.271 -0.1876 0.0966 0.3483
H 5.511 -4.188 0.144 -0.1021 0.4424 -0.4277
```
Positions in Å, forces in eV/Å.


# 4
ORCA calculation (ωB97M-V/def2-TZVPD) on C13H20LiSb as an isolated structure.

## Properties
E_HOMO (spin up / spin down) = 0.98 / 1.15 eV
E = -754.03743 a.u.
F_max = 0.378 Eh/bohr
Kohn-Sham gap (spin up / spin down) = 3.89 / 3.81 eV
total charge = -2

```
35
Properties=species:S:1:pos:R:3:forces:R:3
Li -1.230 0.642 -0.727 5.8931 -1.6838 1.9373
C 4.742 -0.159 1.065 7.1634 -0.6998 6.8867
C 3.967 0.496 0.269 -11.6855 5.1278 -13.6353
Sb 1.571 0.498 0.367 2.0473 -1.1270 -0.4297
C 1.789 -2.529 0.057 -16.6772 8.4891 -5.3244
C 2.723 -3.243 0.425 12.9636 -9.0194 0.3952
C 1.652 0.532 2.447 2.2895 -1.2479 3.0548
C 2.274 -0.874 3.445 -3.4898 -0.9193 -7.4371
H 5.841 0.147 0.762 -0.9666 -2.1684 0.5068
H 4.401 -1.176 1.550 1.2495 1.9352 -1.4134
H 4.750 0.694 1.874 -0.0790 -1.7932 0.2349
H 3.693 -0.218 -1.215 0.9524 0.9768 2.8528
H 3.753 1.649 -0.541 2.2987 -3.1308 3.4157
H 1.198 -2.248 -1.227 2.4970 -1.3685 3.7376
H 0.615 -2.874 0.714 3.3196 1.2535 -1.7117
H 3.790 -3.254 -0.398 -1.5822 1.5825 2.4660
H 2.874 -4.306 0.202 -1.4108 -1.4221 -0.3446
H 2.841 -3.368 1.488 0.9023 0.8538 0.8431
H 0.703 0.145 2.696 -1.9236 2.0777 0.8936
H 2.321 1.356 2.790 -1.7755 -0.0136 0.2923
H 1.488 -1.533 2.632 1.7686 0.7320 2.8645
H 2.019 -1.204 4.463 0.8616 0.7751 -0.4748
H 2.997 -0.990 2.620 1.2868 -0.9190 2.3894
C -2.634 1.052 -1.181 -0.1969 0.6933 0.7529
C -3.630 1.447 -1.846 -3.4843 2.2337 0.2815
C -4.367 2.747 -1.438 0.9785 -5.9530 -4.5579
C -5.527 3.145 -1.777 -7.2385 3.3681 -5.5616
C -6.173 2.375 -2.788 -3.2868 -2.9961 -0.4903
C -5.617 0.959 -2.778 -3.8149 -2.3882 -3.3535
C -4.356 0.426 -2.548 -3.7661 3.7082 -0.2518
H -4.024 3.278 -0.789 5.4241 5.6351 7.5189
H -6.295 4.357 -1.972 2.9006 -2.9664 1.8943
H -7.559 2.536 -3.027 4.3819 -0.7523 0.9077
H -6.430 0.085 -3.230 1.9116 2.3478 1.1057
H -4.160 -0.590 -2.386 0.2876 -1.2210 -0.2458
```
Positions in Å, forces in eV/Å.


# 5
ORCA calculation (ωB97M-V/def2-TZVPD) on C13H20N3O3RuSe as an isolated structure.

## Properties
ΔE to the lowest compared entry with this formula, charge and spin = 0.0 kcal/mol
E_HOMO (spin up / spin down) = -18.20 / -18.20 eV
E = -3392.52539 a.u.
F_max = 0.019 Eh/bohr
Kohn-Sham gap (spin up / spin down) = 5.62 / 5.61 eV
total charge = +3

```
41
Properties=species:S:1:pos:R:3:forces:R:3
Ru -0.242 -0.546 0.940 -0.6077 -0.7363 -0.3004
C 2.860 2.514 -1.825 -0.0088 -0.0530 0.0182
N 2.587 1.152 -1.302 0.0442 0.0630 -0.0844
C 3.515 0.037 -1.635 -0.0138 0.0351 0.0246
C 1.549 0.921 -0.584 -0.0121 -0.1960 0.0604
O 1.326 -0.290 -0.123 0.1642 0.1848 -0.2176
C 0.531 1.988 -0.262 -0.2214 0.1589 -0.1386
O -0.448 1.435 0.679 0.0429 -0.1666 0.1841
C -0.749 2.136 1.933 -0.0601 0.0778 -0.0538
C -0.725 1.138 3.082 0.0754 -0.3289 -0.1148
O -0.504 -0.130 2.785 -0.1330 0.4285 0.2161
N -0.911 1.488 4.302 -0.0137 0.0799 0.0597
C -1.135 2.886 4.721 -0.0051 -0.0333 0.0007
C -0.899 0.511 5.418 -0.0091 0.0266 -0.0194
H 3.726 2.461 -2.475 -0.0027 0.0022 -0.0104
H 3.084 3.192 -1.002 0.0062 0.0061 -0.0083
H 2.012 2.871 -2.408 0.0036 0.0156 0.0053
H 4.344 0.450 -2.199 0.0077 -0.0043 0.0028
H 2.989 -0.702 -2.235 0.0033 -0.0038 -0.0020
H 3.880 -0.417 -0.717 -0.0007 -0.0093 -0.0010
H -0.022 2.243 -1.169 -0.0037 0.0680 0.0261
H 0.969 2.897 0.149 0.0647 -0.0468 0.0517
H -1.751 2.555 1.828 0.0156 0.0562 -0.0119
H -0.035 2.947 2.071 0.0614 -0.0547 0.0411
H -1.207 3.558 3.871 0.0021 0.0069 0.0056
H -0.310 3.189 5.364 -0.0030 0.0077 -0.0007
H -2.064 2.926 5.286 0.0021 0.0019 0.0027
H -0.752 -0.495 5.046 0.0050 -0.0018 -0.0029
H -1.852 0.589 5.937 0.0018 -0.0024 0.0034
H -0.092 0.789 6.093 -0.0033 -0.0070 0.0057
Se -2.058 -1.553 0.073 0.4921 0.5061 0.3392
C -3.545 -0.517 -0.467 0.1171 -0.1113 -0.0979
C -4.538 -1.251 -1.106 0.0073 -0.0020 -0.0106
C -5.693 -0.555 -1.471 -0.0024 0.0000 -0.0012
N -5.854 0.741 -1.252 0.0637 -0.0112 0.0305
C -4.879 1.424 -0.651 -0.0344 0.0116 -0.0111
C -3.696 0.844 -0.226 -0.0009 0.0374 -0.0090
H -4.445 -2.309 -1.321 -0.0118 -0.0055 0.0166
H -6.508 -1.075 -1.961 -0.0001 0.0001 -0.0096
H -5.058 2.483 -0.502 -0.0089 -0.0030 -0.0006
H -2.928 1.434 0.250 -0.0240 0.0028 0.0117
```
Positions in Å, forces in eV/Å.